--- a ---
22
Properties=species:S:1:pos:R:3 method="wB97M-V/def2-TZVPD" multiplicity=1 total_charge=0 e_lumo_ev=0.72
C 2.9395 0.1131 0.8943
C 1.8787 -0.3322 -0.1106
O 2.2025 0.0670 -1.4203
C 0.4196 0.2561 0.2396
N -0.1470 -0.3241 1.2610
N -0.5425 -1.5950 1.2090
H 3.9207 -0.2231 0.5587
H 2.9528 1.1957 0.9755
H 2.7462 -0.3196 1.8831
H 1.8198 -1.4219 -0.1590
H 2.2755 1.0285 -1.4451
H 0.4765 1.3328 0.2741
H -0.9866 -1.9325 2.0483
H 0.0275 -2.2846 0.7259
C -2.0289 1.1467 -0.7786
C -3.0038 0.0039 -0.9650
H -0.8323 0.6744 -0.9916
H -2.0522 1.5257 0.2385
H -2.2945 2.0016 -1.3961
H -2.7713 -0.8265 -0.2996
H -2.9681 -0.3928 -1.9854
H -4.0324 0.3067 -0.7567

=====

--- b ---
22
Properties=species:S:1:pos:R:3 method="wB97M-V/def2-TZVPD" multiplicity=1 total_charge=0 e_lumo_ev="0.46 / 0.46"
C 1.1749 -0.2772 -0.9976
C 1.0169 -0.6210 0.4541
C -1.3035 0.2040 0.6976
C -0.8527 -2.1692 0.4234
C -0.8337 1.5348 1.2699
N -0.3395 -0.8923 0.8946
N 2.1977 0.3754 -1.4831
O 0.2578 1.6079 -1.9139
H -0.5059 2.0441 -2.3110
H 0.4610 -0.6489 -1.7151
H 2.8267 0.8018 -0.8120
H 1.7757 1.0511 -2.1997
H 1.6289 -1.5081 0.6628
H 1.4419 0.1909 1.0504
H -1.5342 0.3471 -0.3681
H -2.2224 -0.1115 1.1989
H -1.0263 -2.2091 -0.6657
H -0.1585 -2.9707 0.6865
H -1.8052 -2.3778 0.9133
H -0.4733 1.4181 2.2950
H -0.0584 1.9718 0.6389
H -1.6681 2.2388 1.2808

=====

--- c ---
22
Properties=species:S:1:pos:R:3 method="wB97M-V/def2-TZVPD" multiplicity=1 total_charge=0 e_lumo_ev=0.80 smiles=C[C@H]1[N@H+]([O-])C1(C)C.N
C -2.2959 1.0495 1.0992
C -1.4579 0.7094 -0.1243
N 0.1884 0.8478 0.0969
O 1.1073 1.5347 -0.4565
C -0.5103 -0.4131 -0.3240
C -0.0381 -0.7566 -1.7459
C -0.5634 -1.4988 0.7374
H -1.5354 1.2247 1.8518
H -2.8547 0.2073 1.2723
H -2.8739 1.8853 0.9883
H -1.8118 1.2432 -0.9719
H 0.3050 1.0031 1.0398
H -0.5964 -1.6779 -2.2019
H -0.1751 -0.0139 -2.5339
H 1.0362 -1.0262 -1.8294
H 0.5050 -2.0073 0.8645
H -0.8651 -1.1688 1.6373
H -1.1510 -2.2068 0.3124
N 3.3959 -0.0080 0.0902
H 3.1505 0.4781 0.9472
H 2.7007 0.3073 -0.5894
H 4.3400 0.2872 -0.1602

=====

--- d ---
22
Properties=species:S:1:pos:R:3 method="wB97M-V/def2-TZVPD" multiplicity=1 total_charge=0 e_lumo_ev=0.96 smiles=CC(C)(C)ONCN
C -0.8361 1.2716 -1.6277
C 0.1497 0.3093 -0.9626
C -0.1400 -1.1359 -1.3783
C 1.5886 0.6896 -1.3266
O -0.0606 0.5016 0.4387
N 0.5534 -0.4998 1.2498
C -0.4287 -1.0448 2.1765
N -1.0526 -0.1149 3.1031
H -1.8533 0.9791 -1.4131
H -0.6775 2.2720 -1.2447
H -0.6828 1.2753 -2.6997
H 0.5270 -1.8145 -0.8521
H 0.0100 -1.2443 -2.4498
H -1.1699 -1.3966 -1.1349
H 2.2926 0.0818 -0.7664
H 1.7611 1.7375 -1.0902
H 1.7572 0.5345 -2.3879
H 1.2912 -0.0187 1.7673
H 0.0851 -1.8271 2.7418
H -1.2210 -1.4965 1.5758
H -0.3574 0.3300 3.6936
H -1.5361 0.6106 2.5873

=====

Of them, c has the lowest stability.

=====

--- a ---
22
Properties=species:S:1:pos:R:3 method="wB97M-V/def2-TZVPD" multiplicity=1 total_charge=0 e_lumo_ev="0.56 / 0.56"
C -1.5363 -0.2016 0.2145
C 0.7818 0.1038 -0.0219
C -0.9942 -1.4376 -0.2385
C 0.9682 1.0942 1.1095
C 1.9276 -0.8906 -0.0545
N -1.9279 0.7376 -0.6782
N 0.7248 0.8668 -1.2968
O -2.0270 -0.1685 1.4710
H -2.7042 0.5155 1.5597
H -1.1164 1.0340 -1.2677
H -2.4964 1.4924 -0.3201
H 1.5011 1.5324 -1.3752
H 0.8242 0.2305 -2.0849
H -0.6545 -2.1375 0.5094
H -0.6928 -1.5370 -1.2679
H -2.3734 -1.8542 -0.2949
H 0.1687 1.8427 1.1369
H 0.9898 0.5866 2.0777
H 1.9161 1.6617 1.0237
H 2.9114 -0.4023 -0.1820
H 1.9672 -1.4737 0.8707
H 1.8421 -1.5953 -0.8905

=====

--- b ---
22
Properties=species:S:1:pos:R:3 method="wB97M-V/def2-TZVPD" multiplicity=1 total_charge=0 e_lumo_ev=0.90 smiles=CNC[C@@H](N)[C@@H](C)O
C -1.2040 2.4903 1.5891
N -1.0297 1.3410 0.6279
C 0.3969 1.0775 0.2581
C 0.5340 -0.0162 -0.8277
N 1.8639 -0.4835 -1.1805
C -0.1971 -1.3000 -0.1917
C -0.4828 -2.3982 -1.2350
O 0.7516 -1.6303 0.7265
H -0.8559 2.2549 2.6703
H -0.4937 3.3522 1.5062
H -2.1601 2.9870 1.7186
H -1.5156 1.6333 -0.2416
H 0.9275 0.5640 1.2038
H 1.0366 1.9630 0.2204
H -0.1228 0.3230 -1.7640
H 2.3473 -1.0324 -0.4678
H 2.4419 0.2789 -1.5148
H -1.1263 -1.0597 0.3613
H -1.2658 -3.1177 -1.0448
H -1.0576 -1.8271 -2.0366
H 0.4231 -2.9448 -1.5364
H 0.7884 -2.4550 1.1588

=====

--- c ---
22
Properties=species:S:1:pos:R:3 method="wB97M-V/def2-TZVPD" multiplicity=1 total_charge=0 e_lumo_ev=0.79 smiles=CC(C)(N)[C@H](N)CO
C 0.2039 0.7493 -1.5083
C 0.4425 0.5434 -0.0116
C 0.0570 1.7925 0.7829
N 2.0396 0.3167 0.2032
C -0.1367 -0.7321 0.5806
N 0.3899 -1.9908 0.0535
C -1.7747 -0.7083 0.3367
O -2.3275 -1.9721 0.6559
H 0.6954 1.6608 -1.8652
H 0.5920 -0.0853 -2.1005
H -0.8624 0.8445 -1.7380
H -0.9801 2.0868 0.5928
H 0.1777 1.6391 1.8602
H 0.6851 2.6432 0.4979
H 2.4970 1.2291 0.2005
H 2.4196 -0.1658 -0.6113
H 0.0002 -0.7547 1.6663
H 1.3516 -2.0728 0.3872
H 0.4311 -1.9703 -0.9625
H -2.0988 -0.4846 -0.6824
H -2.2214 0.0372 1.0004
H -1.5808 -2.6056 0.6615

=====

--- d ---
22
Properties=species:S:1:pos:R:3 method="wB97M-V/def2-TZVPD" multiplicity=1 total_charge=0 e_lumo_ev=0.97 smiles=C[C@@H](CCN)NCO
C -1.5374 1.5260 -0.5547
C -0.2349 0.7719 0.0212
C -0.3089 -0.7063 -0.5328
C -1.3613 -1.7191 -0.0680
N -1.2489 -2.6063 1.1375
N 1.1256 1.2559 -0.4402
C 2.3239 0.5433 0.2102
O 2.9664 1.5730 0.9269
H -1.4371 1.6865 -1.6201
H -2.4850 1.2945 -0.0456
H -1.3303 2.4827 -0.2390
H -0.2569 0.8779 1.0765
H -0.2059 -0.9034 -1.5757
H 0.6515 -1.1976 -0.2588
H -1.6506 -2.4232 -1.0056
H -2.2905 -1.1634 -0.0142
H -1.4137 -2.2090 1.9747
H -0.3748 -3.0558 1.2418
H 1.1239 1.3428 -1.4007
H 2.1041 -0.0766 1.0472
H 2.9813 0.2257 -0.6055
H 2.8596 2.4802 0.7250

=====

Of them, a has the lowest stability.

=====

--- a ---
22
Properties=species:S:1:pos:R:3 method="wB97M-V/def2-TZVPD" multiplicity=1 total_charge=0 e_lumo_ev=0.66
C 0.0393 -0.2637 0.0921
C -2.1796 0.5468 0.0305
C -0.1920 1.0932 -0.1668
C 0.0565 -1.2641 -1.0247
C 0.0183 -0.8182 1.4878
N 1.8732 0.7637 -0.0828
N 2.8311 0.5929 -1.1240
O -2.6138 0.9125 1.3071
H -2.4620 0.1834 1.9171
H 2.3642 1.0782 0.7544
H 2.9633 -0.3978 -1.3267
H 2.4852 1.0285 -1.9745
H -2.4846 -0.4590 -0.2695
H -2.5483 1.2816 -0.6806
H -0.1904 1.4437 -1.1890
H -0.2242 1.8109 0.6401
H -0.0538 -0.7908 -1.9995
H 0.0080 -0.0288 2.2378
H -0.7387 -2.0046 -0.9017
H 1.0045 -1.8061 -1.0136
H -0.8557 -1.4633 1.6370
H 0.8994 -1.4391 1.6496

=====

--- b ---
22
Properties=species:S:1:pos:R:3 method="wB97M-V/def2-TZVPD" multiplicity=1 total_charge=0 e_lumo_ev=0.64 smiles="C=CCCNCN.O"
C -1.4442 2.6748 -1.4126
C -0.3738 1.9106 -1.2452
C 0.3738 1.6984 0.0608
C -0.2028 0.4431 0.7395
N 0.1901 -0.7814 0.0575
C -0.5148 -1.9726 0.4804
N -1.9269 -1.7322 0.6837
H -1.9734 2.6266 -2.3506
H -1.6896 3.3952 -0.6397
H -0.1216 1.1635 -1.9929
H 0.1619 2.5396 0.7168
H 1.4285 1.5454 -0.1537
H -1.2810 0.5167 0.6566
H 0.0689 0.4415 1.8021
H 1.1799 -0.9401 0.1514
H -0.0959 -2.3913 1.4078
H -0.3560 -2.7960 -0.2277
H -2.4737 -1.8285 -0.1513
H -2.2969 -2.3464 1.3842
O 3.4875 -1.2469 0.2138
H 4.1617 -0.7505 -0.2338
H 3.6984 -2.1695 0.0529

=====

--- c ---
22
Properties=species:S:1:pos:R:3 method="wB97M-V/def2-TZVPD" multiplicity=1 total_charge=0 e_lumo_ev=0.79 smiles=CN[C@@H](CO)CCN
C 0.6961 -0.9599 -2.2579
N 0.8251 0.1948 -1.3515
C 0.3589 -0.0473 0.0317
C 1.3393 -0.8599 0.8725
O 1.3291 -2.2514 0.5594
C -0.0253 1.2872 0.6974
C -1.4546 1.2963 1.2157
N -2.4371 1.3262 0.1271
H -0.1747 -0.8236 -2.9063
H 0.5758 -1.9111 -1.7349
H 1.5796 -1.0458 -2.8947
H 1.8070 0.4337 -1.2903
H -0.5408 -0.6540 -0.0912
H 1.1326 -0.7240 1.9323
H 2.3510 -0.5164 0.6538
H 0.7508 -2.7058 1.1816
H 0.1452 2.0791 -0.0277
H 0.6317 1.4846 1.5470
H -1.6203 2.1872 1.8102
H -1.5610 0.4280 1.8842
H -3.3685 1.2637 0.5217
H -2.3398 0.5186 -0.4803

=====

--- d ---
22
Properties=species:S:1:pos:R:3 method="wB97M-V/def2-TZVPD" multiplicity=1 total_charge=0 e_lumo_ev=0.90 smiles=CN(CCN)CCO
C -1.2905 -0.3219 0.3838
N -0.0603 0.4507 0.4897
C 0.2716 1.2281 -0.7729
C -0.7866 1.4587 -1.8897
N -0.9032 0.4685 -2.9427
C 1.0050 -0.5147 0.7743
C 1.1384 -0.8246 2.2841
O 0.4222 -2.0157 2.6336
H -1.2206 -1.2840 -0.1491
H -2.0990 0.3915 0.1840
H -1.6199 -0.7010 1.3834
H 0.6108 2.2081 -0.4144
H 1.1363 0.7376 -1.2793
H -0.6828 2.4491 -2.3229
H -1.7715 1.4133 -1.4093
H -0.0479 0.3710 -3.5013
H -0.8299 -0.4690 -2.5391
H 1.9725 -0.1032 0.4604
H 0.9221 -1.4713 0.2417
H 2.1970 -0.8622 2.5111
H 0.5978 -0.0046 2.8042
H 1.0382 -2.6047 3.0701

=====

Of them, a has the lowest stability.

=====

--- a ---
22
Properties=species:S:1:pos:R:3 method="wB97M-V/def2-TZVPD" multiplicity=1 total_charge=0 e_lumo_ev="0.50 / 0.50"
C 1.0850 -0.2587 -1.4885
C 2.2916 -0.7302 -0.6957
C 1.1274 1.2256 -1.8097
H 1.0175 -0.8278 -2.4220
H 0.1625 0.2953 0.5480
H 2.2295 -1.7991 -0.4855
H 2.3587 -0.2153 0.2681
H 3.2383 -0.5501 -1.2214
H 0.2546 1.5377 -2.3873
H 2.0202 1.5031 -2.3886
H 1.1577 1.8308 -0.8984
C -0.9098 0.0244 0.7159
N -1.7726 1.1709 0.5563
N -2.0977 -0.5135 2.7626
C -1.2377 -0.8904 1.7908
O -1.1295 -1.0858 -0.1125
H -0.1366 -0.8175 -0.9244
H -2.6976 0.8715 0.2546
H -1.4145 1.7626 -0.1864
H -2.3513 -1.1663 3.4899
H -2.6242 0.3358 2.5834
H -0.5714 -1.7030 2.0510

=====

--- b ---
22
Properties=species:S:1:pos:R:3 method="wB97M-V/def2-TZVPD" multiplicity=1 total_charge=0 e_lumo_ev=0.94 smiles=C[C@H](O)[C@H](C)NCN
C -1.7728 -1.2522 1.4566
C -0.6859 -0.1763 1.4413
O -1.2573 0.9343 2.1502
C -0.1969 0.4188 0.1070
C -1.1993 0.6576 -0.9938
N 0.9143 -0.4394 -0.3859
C 2.1155 0.2352 -0.7875
N 2.5472 -0.0872 -2.1470
H -1.5648 -2.2055 0.9679
H -2.1748 -1.4104 2.4604
H -2.6999 -0.8516 1.0175
H 0.2221 -0.5329 1.9407
H -1.0888 0.9140 3.1096
H 0.1880 1.3821 0.4382
H -1.9427 -0.1313 -1.1488
H -0.6677 0.7100 -1.9399
H -1.7743 1.5619 -0.7716
H 0.6301 -1.2574 -0.9000
H 2.0633 1.3111 -0.6002
H 2.9600 -0.1266 -0.1785
H 3.4995 0.1979 -2.3567
H 1.8852 0.1479 -2.8794

=====

--- c ---
22
Properties=species:S:1:pos:R:3 method="wB97M-V/def2-TZVPD" multiplicity=1 total_charge=0 e_lumo_ev=0.76 smiles=NCCNCCCO
N 3.2874 -0.4528 -0.7153
C 1.8914 -0.5159 -1.3307
C 1.0384 0.7870 -0.9220
N 0.7170 0.8468 0.6245
C -0.6674 1.3263 0.8328
C -1.9158 0.4345 0.9229
C -1.7433 -1.0694 0.8261
O -1.9898 -1.7412 -0.3899
H 3.8473 0.0476 -1.3225
H 3.1248 -0.0228 0.2291
H 1.9545 -0.7442 -2.4113
H 1.3443 -1.3773 -0.7920
H 1.3457 1.7493 -1.3518
H 0.0139 0.7274 -1.3507
H 0.4860 -0.2580 0.6816
H -0.5154 1.8038 1.9152
H -1.0302 2.1444 0.1759
H -2.4065 0.6574 1.9179
H -2.5897 0.6605 0.0972
H -2.5167 -1.4106 1.6480
H -0.7755 -1.5059 1.0194
H -2.9005 -2.0869 -0.3045

=====

Of them, a has the lowest stability.